(1)
Density functional theory data (ωB97M-V/def2-TZVPD) for a structure of composition C40H66Ge3KN5O3 at a distorted geometry.

```
! RIJCOSX wB97M-V def2-TZVPD def2/J DEFGRID3
* xyz 0 1
H 18.215 9.219 6.129
Ge 14.762 8.506 8.963
H 23.837 10.873 13.926
H 12.655 7.496 9.777
C 12.443 13.848 11.616
H 19.543 7.395 15.062
H 23.392 12.144 17.053
H 18.428 14.035 14.710
C 18.232 7.604 13.486
C 19.319 12.497 9.584
C 20.260 11.644 8.958
H 14.943 10.989 8.948
C 18.610 11.079 7.266
N 16.918 7.475 13.273
C 13.705 7.194 9.868
H 13.840 6.161 9.591
N 20.300 8.176 12.595
C 14.752 10.332 9.788
H 15.507 10.338 10.502
K 18.310 9.976 10.793
H 17.459 14.058 10.588
C 17.017 13.520 9.768
C 9.981 8.277 12.782
H 19.394 13.840 13.334
H 16.766 12.139 7.327
H 9.662 7.399 12.292
H 15.407 13.761 12.994
H 16.379 7.517 14.112
C 18.922 13.257 14.111
C 20.393 13.424 16.146
C 18.233 10.327 5.988
N 18.974 7.976 12.433
H 22.175 10.678 9.014
H 18.901 10.580 5.204
C 12.998 10.579 12.653
O 19.911 10.980 12.594
H 16.456 9.457 15.498
H 11.229 11.517 14.398
H 10.716 12.482 10.105
H 13.912 8.003 6.508
C 13.933 10.655 13.633
H 11.707 8.610 11.466
C 22.257 11.533 15.240
C 22.486 12.273 16.409
H 13.529 13.440 9.741
H 19.577 12.992 10.511
C 19.849 10.917 7.889
C 18.012 12.654 9.039
H 13.451 13.488 14.546
C 13.772 8.810 7.265
C 11.116 8.934 12.304
C 20.110 12.730 14.997
H 12.063 11.125 8.637
H 16.561 13.668 14.296
H 16.366 6.889 8.043
C 9.279 8.787 13.870
C 16.783 10.482 15.139
H 13.625 10.398 14.644
C 10.476 11.455 9.985
H 12.728 14.888 11.683
C 21.956 14.030 18.095
H 11.620 9.664 9.435
C 15.591 13.259 13.967
Ge 15.824 11.373 13.380
H 15.926 8.918 12.444
H 19.714 14.205 16.493
H 17.024 12.375 16.107
C 16.522 7.742 8.668
N 18.579 7.432 14.764
C 11.730 10.757 9.584
H 10.127 11.056 10.914
H 21.787 15.075 17.936
H 15.659 7.441 11.789
C 14.500 13.532 14.900
C 17.712 11.975 7.842
H 16.490 14.210 9.117
H 21.887 10.500 12.982
C 20.932 11.017 13.307
C 21.668 11.515 9.506
H 11.411 13.874 11.185
H 13.941 7.202 10.934
H 8.340 8.393 14.243
H 9.665 11.341 9.256
C 10.893 10.593 13.962
C 21.048 11.747 14.566
H 17.944 7.127 15.450
H 14.478 13.293 11.220
C 13.477 13.093 10.795
H 13.834 9.759 6.759
C 21.579 13.200 16.877
H 9.294 10.485 15.282
O 20.913 8.443 11.585
H 17.225 10.604 5.670
H 16.296 12.857 10.278
H 12.665 8.748 7.511
Ge 13.263 11.120 10.743
H 17.652 11.099 17.174
H 17.052 7.458 9.581
H 22.957 9.539 14.684
H 21.339 13.689 18.990
C 16.866 11.365 16.389
H 24.045 10.488 15.688
H 17.796 10.274 14.727
H 21.765 11.383 10.572
H 12.316 13.345 12.594
H 23.005 13.787 18.275
C 23.342 10.536 14.890
H 22.129 12.473 9.312
N 16.406 8.099 12.101
H 17.119 8.520 8.145
O 20.882 8.099 13.681
C 11.668 10.033 12.982
H 15.964 11.311 16.976
H 20.501 10.220 7.434
H 14.604 14.561 15.318
H 14.515 12.816 15.751
C 9.788 9.941 14.409
H 18.253 12.538 13.658
*
```

Values from the calculation:
**Strongest force on any atom**: 3.8 eV Å⁻¹
**Energy above the lowest of the compared OMol25 structures with the same formula, charge and spin**: 0.435 eV
**Molar mass**: 921.9 g mol⁻¹
**Energy**: -242011.563 eV

=====

(2)
Density functional theory data (ωB97M-V/def2-TZVPD) for the molecule CH4N2O3 at a distorted geometry.

```
! RIJCOSX wB97M-V def2-TZVPD def2/J DEFGRID3
* xyz 0 1
H 0.875 -1.997 -0.133
O 0.027 1.705 0.352
O 1.637 -0.008 -0.619
N 0.822 -0.927 0.082
H 0.250 2.365 -0.425
C -0.562 -0.597 0.063
H -1.713 0.955 0.254
N -0.830 0.788 -0.231
H 2.098 0.438 0.159
O -1.423 -1.349 0.369
*
```

Values from the calculation:
**Strongest force on any atom**: 3.7 eV Å⁻¹
**SMILES string**: O=C(NO)NO
**Energy above the lowest of the compared OMol25 structures with the same formula, charge and spin**: 1.291 eV
**Molar mass**: 92.1 g mol⁻¹
**Energy**: -10221.136 eV

=====

Question: Which value of energy above the lowest of the compared OMol25 structures with the same formula, charge and spin does entry 1 give?
Answer: 0.435 eV